[1]
Density functional theory data (ωB97M-V/def2-TZVPD) for the molecule C3H5N3S.

Output
Total charge ... 0
Energy relative to the best compared isomer or geometry (same formula, charge and spin) ... 307.2 kJ/mol
Lowest unoccupied orbital energy ... -0.6616 eV
SMILES ... C[C@@]1(S)C=NN=N1

XYZ file:
```
12
Properties=species:S:1:pos:R:3:mulliken_charge:R:1
C 0.422 -1.482 -0.130 -1.193
C 0.215 -0.008 -0.127 0.789
S 0.087 0.658 -1.822 -0.203
C -1.076 0.447 0.491 -0.179
N -0.817 1.484 1.233 -0.267
N 0.526 1.648 1.328 -0.293
N 1.149 0.868 0.629 -0.187
H -0.538 -2.027 -0.339 0.313
H 0.729 -1.913 0.865 0.314
H 1.106 -1.661 -1.027 0.298
H 0.214 1.840 -1.242 0.194
H -2.018 0.145 0.141 0.415
```

[2]
Density functional theory data (ωB97M-V/def2-TZVPD) for the molecule C4H6N2.

Output
Total charge ... 0
Energy relative to the best compared isomer or geometry (same formula, charge and spin) ... 160.2 kJ/mol
Lowest unoccupied orbital energy ... 0.8777 eV
SMILES ... C[C@@]1(C#N)CN1

XYZ file:
```
12
Properties=species:S:1:pos:R:3:mulliken_charge:R:1
C 1.452 -0.224 0.075 -1.443
C -0.009 0.180 -0.028 1.222
C -0.231 1.579 -0.358 -0.041
N -0.398 2.724 -0.407 -0.444
C -1.001 -0.872 -0.368 -0.576
N -1.002 -0.289 0.964 -0.631
H 1.815 -0.505 -0.921 0.294
H 1.550 -1.091 0.734 0.396
H 2.086 0.583 0.450 0.361
H -1.808 -0.691 -1.070 0.291
H -0.612 -1.887 -0.361 0.279
H -1.744 0.410 1.010 0.292
```

[3]
Density functional theory data (ωB97M-V/def2-TZVPD) for the molecule C6H6.

Output
Total charge ... 0
Energy relative to the best compared isomer or geometry (same formula, charge and spin) ... 368.7 kJ/mol
Lowest unoccupied orbital energy ... 1.0347 eV
SMILES ... C#CC(C)C#C

XYZ file:
```
12
Properties=species:S:1:pos:R:3:mulliken_charge:R:1
C -1.007 2.349 -0.317 0.142
C -0.626 1.263 0.037 -0.780
C -0.112 -0.039 0.499 0.497
C 1.425 -0.082 0.410 -1.296
C -0.718 -1.156 -0.247 -0.783
C -1.184 -2.090 -0.847 0.142
H -1.351 3.310 -0.631 0.425
H -0.398 -0.152 1.554 0.194
H 1.745 0.031 -0.630 0.324
H 1.855 0.733 0.999 0.355
H 1.797 -1.038 0.792 0.355
H -1.606 -2.911 -1.384 0.425
```

[4]
Density functional theory data (ωB97M-V/def2-TZVPD) for the molecule C15H19ClN2O4S.

Output
Total charge ... 0
Lowest unoccupied orbital energy ... 0.3869 eV
SMILES ... O=C(c1ccc(Cl)c(S(=O)(=O)N2CCOCC2)c1)N1CCCC1

XYZ file:
```
42
Properties=species:S:1:pos:R:3:mulliken_charge:R:1
O -1.924 -1.181 -1.656 -0.667
C -2.180 -0.240 -0.926 0.071
C -1.176 0.848 -0.686 -0.326
C -1.476 2.198 -0.846 -0.202
C -0.501 3.163 -0.672 -0.764
C 0.792 2.776 -0.339 -0.156
Cl 2.024 3.930 -0.080 -0.177
C 1.105 1.431 -0.211 0.394
S 2.811 1.001 0.188 1.212
O 3.650 1.503 -0.861 -0.611
O 3.068 1.415 1.535 -0.643
N 2.733 -0.671 0.150 -0.087
C 3.058 -1.265 -1.135 -0.796
C 4.571 -1.441 -1.286 -0.600
O 5.111 -2.168 -0.203 -0.421
C 4.857 -1.521 1.024 -0.453
C 3.352 -1.370 1.261 -0.775
C 0.129 0.472 -0.385 0.084
N -3.369 -0.118 -0.307 0.170
C -3.723 0.792 0.764 -0.548
C -4.697 -0.024 1.612 -0.718
C -5.452 -0.826 0.553 -0.546
C -4.362 -1.175 -0.457 -0.645
H -2.474 2.498 -1.127 0.515
H -0.727 4.210 -0.791 0.460
H 2.675 -0.608 -1.915 0.448
H 2.555 -2.236 -1.192 0.459
H 4.807 -2.014 -2.184 0.377
H 5.037 -0.448 -1.346 0.325
H 5.316 -2.140 1.797 0.367
H 5.316 -0.521 1.028 0.329
H 3.162 -0.788 2.161 0.511
H 2.881 -2.355 1.342 0.369
H 0.380 -0.572 -0.287 0.509
H -4.232 1.676 0.360 0.210
H -2.839 1.117 1.314 0.391
H -4.146 -0.696 2.271 0.324
H -5.349 0.603 2.215 0.359
H -6.214 -0.201 0.087 0.297
H -5.932 -1.713 0.959 0.337
H -3.892 -2.140 -0.242 0.314
H -4.723 -1.204 -1.487 0.308
```

[5]
Density functional theory data (ωB97M-V/def2-TZVPD) for the molecule C10H14N2OS.

Output
Total charge ... 0
Energy relative to the best compared isomer or geometry (same formula, charge and spin) ... 73.2 kJ/mol
Lowest unoccupied orbital energy ... 0.7349 eV
SMILES ... [H]/N=C(\Nc1ccc(OC)cc1)SCC

XYZ file:
```
28
Properties=species:S:1:pos:R:3:mulliken_charge:R:1
H -0.881 1.410 0.839 0.289
N -1.826 1.184 0.544 -0.689
C -1.843 0.153 -0.216 0.421
N -0.776 -0.583 -0.698 -0.203
C 0.574 -0.292 -0.433 -0.248
C 1.097 0.984 -0.679 0.043
C 2.436 1.256 -0.449 -0.601
C 3.289 0.247 0.002 0.807
O 4.577 0.616 0.191 -0.417
C 5.481 -0.362 0.653 -0.808
C 2.789 -1.028 0.237 -0.386
C 1.449 -1.292 0.031 -0.953
S -3.386 -0.477 -0.842 -0.208
C -4.558 0.404 0.202 -0.394
C -4.647 -0.130 1.635 -0.979
H -0.984 -1.549 -1.006 0.278
H 0.464 1.743 -1.075 0.548
H 2.841 2.257 -0.613 0.405
H 5.617 -1.230 -0.066 0.310
H 6.479 0.128 0.749 0.230
H 5.189 -0.791 1.619 0.335
H 3.413 -1.843 0.590 0.358
H 1.054 -2.281 0.213 0.339
H -4.262 1.447 0.221 0.298
H -5.533 0.322 -0.318 0.369
H -3.659 0.002 2.122 0.290
H -4.933 -1.202 1.635 0.271
H -5.431 0.426 2.218 0.295
```

[6]
Density functional theory data (ωB97M-V/def2-TZVPD) for a cluster of 12 separate species, C41H65N12O9 in total.

Output
Total charge ... +1
Energy relative to the best compared isomer or geometry (same formula, charge and spin) ... 201.1 kJ/mol
Lowest unoccupied orbital energy ... -4.8746 eV

XYZ file:
```
127
Properties=species:S:1:pos:R:3:mulliken_charge:R:1
C -1.017 0.855 -1.431 -0.256
C 0.024 0.941 -0.241 1.232
C -0.521 1.810 0.873 0.572
C -1.686 1.296 1.567 -0.654
C -1.273 0.018 2.204 -1.753
C -0.519 -1.086 1.381 2.214
N 0.170 -0.402 0.304 1.224
O 1.145 -1.069 -0.267 -0.179
C -1.557 -2.039 0.692 -0.635
C 0.281 -2.031 2.264 -2.368
C 1.440 1.588 -0.630 -1.161
H -1.029 1.892 -1.708 0.613
H -1.929 0.130 -1.200 -0.606
H -0.476 0.371 -2.286 -0.128
H -0.871 2.733 0.176 -0.146
H 0.230 2.083 1.768 -0.778
H -2.688 1.280 0.981 0.009
H -2.018 2.147 2.191 0.585
H -2.236 -0.584 2.777 0.181
H -0.848 0.334 2.989 1.028
H -1.250 -2.632 -0.153 0.186
H -2.611 -1.654 0.392 -0.234
H -2.132 -2.574 1.464 -0.017
H 0.852 -2.794 1.861 0.629
H -0.397 -2.605 3.115 0.038
H 0.992 -1.549 2.848 0.662
H 1.962 1.800 0.316 -0.253
H 1.482 2.442 -1.244 0.104
H 1.989 0.883 -1.243 0.576
N -6.234 -2.127 0.674 -0.082
C -6.457 -0.982 1.459 -0.469
C -5.444 -0.919 2.467 -0.979
C -4.634 -2.181 2.344 -0.777
C -5.136 -2.860 1.013 -0.427
H -6.940 -2.487 -0.187 0.347
H -7.274 -0.285 0.967 0.327
H -5.312 -0.126 3.133 0.507
H -3.929 -2.746 2.806 1.181
H -4.898 -3.763 0.441 0.488
N 2.617 -5.776 -3.658 -0.060
C 1.195 -5.770 -3.444 -1.150
C 0.910 -4.654 -2.405 -0.031
C 2.133 -3.899 -2.114 0.154
C 3.224 -4.700 -3.031 -0.655
H 3.210 -6.584 -4.113 0.302
H 0.580 -6.455 -3.533 0.661
H -0.076 -4.421 -1.941 0.356
H 2.388 -3.052 -1.336 0.119
H 4.286 -4.272 -2.936 0.313
N -3.107 -0.103 -3.841 0.020
C -2.747 -1.352 -3.385 -0.765
C -3.640 -1.637 -2.103 -0.468
C -4.262 -0.383 -1.847 0.109
C -3.967 0.655 -2.868 -0.878
H -2.678 0.224 -4.784 0.305
H -2.155 -2.103 -4.011 0.363
H -3.838 -2.571 -1.717 0.740
H -4.921 -0.195 -1.007 0.368
H -4.139 1.778 -2.931 0.305
N 5.061 1.961 1.214 0.109
C 4.154 2.653 1.989 -0.924
C 3.130 1.539 2.507 -0.750
C 3.590 0.300 1.882 0.073
C 4.832 0.674 1.078 -0.942
H 5.769 2.513 0.917 0.152
H 4.233 3.646 2.101 0.749
H 2.209 1.684 2.894 0.999
H 3.126 -0.771 1.996 0.245
H 5.524 -0.052 0.569 0.380
N 3.124 -3.092 6.419 -0.022
C 3.101 -3.555 5.073 -0.671
C 1.831 -4.398 4.847 -0.006
C 1.061 -4.318 6.186 -0.359
C 1.960 -3.444 7.122 -0.710
H 3.778 -2.489 6.675 0.147
H 3.840 -3.475 4.289 0.421
H 1.537 -4.885 3.820 0.277
H 0.065 -4.629 6.465 0.376
H 1.805 -3.228 8.050 0.574
N 2.316 -1.259 -6.290 0.036
C 1.800 -1.846 -5.121 -0.907
C 1.307 -0.717 -4.232 0.044
C 1.790 0.587 -4.866 -0.045
C 2.333 0.150 -6.163 -0.820
H 2.730 -1.732 -7.088 0.236
H 1.677 -3.035 -4.964 0.120
H 0.788 -0.969 -3.265 0.492
H 1.818 1.681 -4.745 0.585
H 2.915 0.743 -6.969 0.291
N -0.598 5.552 3.105 -0.026
C -0.017 5.264 4.284 -0.616
C 1.398 4.758 3.852 -0.727
C 1.384 4.813 2.296 0.498
C 0.237 5.565 1.882 -0.906
H -1.634 5.934 2.960 0.287
H -0.528 5.343 5.115 0.581
H 2.146 4.327 4.470 0.460
H 2.260 4.470 1.622 -0.055
H -0.147 5.735 0.882 0.513
C 4.802 2.647 -3.373 -0.601
N 3.991 3.689 -2.741 0.655
O 4.650 4.727 -2.415 -0.515
O 2.798 3.607 -2.502 -0.377
H 5.711 2.544 -2.711 0.242
H 5.129 2.886 -4.454 0.267
H 4.039 1.761 -3.205 0.223
C 0.973 6.037 -3.754 -1.131
N 0.208 4.836 -3.557 0.971
O -0.246 4.622 -2.466 -0.378
O 0.113 4.055 -4.494 -0.579
H 0.212 6.773 -3.930 0.365
H 1.406 6.175 -4.783 0.320
H 1.569 6.192 -3.065 0.456
C -3.521 5.072 -1.861 -0.699
N -3.686 4.284 -0.624 0.860
O -4.135 4.781 0.425 -0.556
O -3.488 3.107 -0.756 -0.354
H -4.416 5.453 -2.433 0.322
H -2.922 4.497 -2.685 0.163
H -2.732 5.836 -1.443 0.275
C -1.719 -6.841 3.946 -0.915
N -1.870 -5.358 3.511 0.884
O -1.011 -4.958 2.699 -0.485
O -2.556 -4.704 4.105 -0.482
H -2.651 -7.252 3.411 0.322
H -1.758 -7.163 4.967 0.328
H -0.885 -7.145 3.432 0.351
```

Number 1: HOMO-LUMO gap 9.096 eV, maximum force 4.072 eV Å⁻¹. Number 2: HOMO-LUMO gap 11.023 eV, maximum force 1.121 eV Å⁻¹. Number 3: HOMO-LUMO gap 11.051 eV, maximum force 0.552 eV Å⁻¹. Number 4: HOMO-LUMO gap 9.601 eV, maximum force 1.092 eV Å⁻¹. Number 5: HOMO-LUMO gap 8.885 eV, maximum force 1.490 eV Å⁻¹. Number 6: HOMO-LUMO gap 4.555 eV, maximum force 13.251 eV Å⁻¹.